No. 1
A 9-piece molecular cluster, C19H55N2O12 overall. Source: the Open Molecules 2025 dataset; level of theory: the ωB97M-V functional and the def2-TZVPD basis.

The LUMO energy is -2.6326 eV. For the total energy, the calculation gives -48134.456 eV. Its orbital gap is 8.65 eV. As for the HOMO energy: -11.28 eV. The total charge is +1.

Structure (XYZ):
```
88
C19H55N2O12 the ωB97M-V functional and the def2-TZVPD basis
C 0.4127 1.5976 1.1290
O -0.6851 1.9539 0.3012
C -0.5682 1.4758 -1.0249
C -1.1755 0.0654 -1.1705
C -2.2978 0.0418 -2.1860
C -3.4797 0.8389 -1.6294
C -4.4617 -0.0912 -0.9270
N -5.1553 0.5659 0.2280
C -5.0324 -0.2309 1.5198
N -5.3657 -1.6159 1.4064
C -6.5653 0.9511 -0.0813
C -6.7297 2.4310 -0.3743
O -7.2099 2.8284 -1.4015
O -6.3598 3.2052 0.6826
C -5.3778 4.2103 0.4969
C -4.8877 4.5462 -0.8816
O -4.9925 4.7904 1.4937
H 0.0350 1.2333 2.0727
H 1.0322 2.4647 1.3266
H 1.0270 0.8400 0.6617
H -1.1655 2.1524 -1.6253
H 0.4615 1.4679 -1.3596
H -1.5402 -0.2519 -0.2008
H -0.3852 -0.6104 -1.4731
H -1.9943 0.4577 -3.1339
H -2.5860 -0.9938 -2.3395
H -3.9882 1.3832 -2.4137
H -3.1013 1.5898 -0.9377
H -3.8993 -0.9371 -0.5747
H -5.1697 -0.4475 -1.6500
H -4.6483 1.4356 0.3824
H -4.0223 -0.0888 1.8714
H -5.6742 0.2490 2.2440
H -4.5240 -2.1518 1.2562
H -5.9592 -1.8264 0.6087
H -6.9648 0.3993 -0.9103
H -7.1994 0.7253 0.7661
H -3.9292 5.0126 -0.7523
H -5.5506 5.3048 -1.2718
H -4.8423 3.7225 -1.5748
C -10.5850 0.4149 1.6127
O -9.8934 -0.8120 1.8496
H -11.0000 0.3761 0.6096
H -11.3968 0.5515 2.3287
H -9.8936 1.2613 1.6837
H -9.5357 -0.7818 2.7395
C 3.6438 1.7819 -1.1577
O 2.4942 1.4010 -1.9294
H 3.5463 1.3364 -0.1702
H 4.5547 1.4101 -1.6304
H 3.6917 2.8667 -1.0645
H 2.5904 1.7965 -2.7986
C 5.2821 -1.8932 -2.2685
O 6.1343 -0.7487 -2.2059
H 4.2679 -1.5829 -2.0303
H 5.2965 -2.3227 -3.2726
H 5.6005 -2.6476 -1.5457
H 7.0227 -1.0416 -2.4223
C 5.7102 5.3737 -1.0907
O 4.5738 5.0202 -1.8800
H 5.5863 4.9165 -0.1128
H 6.6320 4.9999 -1.5421
H 5.7794 6.4567 -0.9685
H 4.6830 5.4244 -2.7429
C 7.7372 -2.5010 0.5290
O 7.2438 -1.2528 1.0134
H 8.3327 -2.9636 1.3078
H 6.9089 -3.1668 0.2797
H 8.3654 -2.3386 -0.3530
H 6.7196 -0.8526 0.3125
C 9.2492 -6.2786 2.3823
O 8.1540 -5.3817 2.2258
H 9.1727 -7.0328 1.6037
H 10.2040 -5.7560 2.2758
H 9.2160 -6.7724 3.3567
H 8.2235 -4.7132 2.9169
C -5.8406 -3.9218 -2.0514
O -6.2338 -2.6012 -1.6455
H -5.1749 -4.3164 -1.2892
H -6.7100 -4.5737 -2.1352
H -5.3127 -3.8916 -3.0057
H -6.8290 -2.2646 -2.3204
C 9.6281 -1.9246 4.6732
O 8.5109 -2.3014 3.8709
H 9.4986 -2.3766 5.6528
H 10.5648 -2.2839 4.2386
H 9.6762 -0.8393 4.7878
H 8.6249 -1.8968 3.0067
```

***

No. 2
A 10-piece molecular cluster, C19H56Cl2N3O9 overall. Source: the Open Molecules 2025 dataset; level of theory: the ωB97M-V functional and the def2-TZVPD basis.

The LUMO energy is -4.3166 eV. The energy above the lowest of the compared OMol25 structures with the same formula, charge and spin comes out at 373.1 kJ/mol. For the total energy, the calculation gives -68538.709 eV. Its orbital gap is 7.08 eV. As for the HOMO energy: -11.39 eV. The total charge is +1.

Structure (XYZ):
```
89
C19H56Cl2N3O9 the ωB97M-V functional and the def2-TZVPD basis
C 7.0528 -0.3338 -0.1874
C 5.9287 0.3280 -1.1804
Cl 6.7017 0.3397 -2.9041
C 5.5438 1.8881 -0.8558
C 3.9441 2.2505 -1.0183
C 3.2585 1.7142 -2.4075
C 1.6790 1.2560 -2.1144
N 1.0478 2.2445 -1.1598
C -0.4563 1.9248 -1.0240
C -0.7906 0.4929 -0.3620
C -1.6838 -0.5751 -1.1690
Cl -2.3292 -0.1320 -2.8237
C 1.7293 2.2912 0.1863
N 1.1701 2.6458 1.3880
N 3.2041 1.8413 0.2400
H 7.4317 0.4319 0.6157
H 7.9653 -0.7081 -0.8530
H 6.5725 -1.3121 0.2660
H 4.9905 -0.3706 -1.2156
H 6.2559 2.6293 -1.4517
H 5.8104 2.0698 0.2935
H 3.8878 3.4423 -1.0554
H 3.2378 2.5502 -3.2529
H 3.7695 0.7775 -2.8881
H 1.7333 0.1803 -1.6571
H 1.1191 1.2147 -3.1468
H -0.8651 2.7678 -0.2832
H -0.9181 2.1716 -2.0649
H -1.3255 0.6957 0.6863
H 0.2335 -0.0453 -0.0665
H -2.6045 -0.8872 -0.4777
H -1.0450 -1.5777 -1.2793
H 0.9601 3.6433 1.6552
H 0.8731 1.8449 2.0233
H 3.6124 2.4660 0.9960
C -1.3478 -2.1749 2.3602
O -0.3113 -1.7281 1.5054
H -2.2552 -2.3241 1.7704
H -1.0571 -3.1211 2.8231
H -1.5358 -1.4227 3.1303
H 0.4803 -1.6047 2.0564
C -3.6280 -5.3783 0.5915
O -3.7886 -4.0249 0.9746
H -3.3291 -5.9619 1.4654
H -4.5749 -5.7635 0.2053
H -2.8527 -5.4514 -0.1752
H -4.0536 -3.5322 0.1793
C -4.1596 -0.3274 4.2124
O -2.8694 0.1428 3.8676
H -4.3214 -1.2994 3.7405
H -4.2311 -0.4353 5.2975
H -4.9132 0.3787 3.8552
H -2.7547 1.0059 4.3004
C -2.1249 4.7887 1.8395
O -0.8052 4.8262 2.3507
H -2.4295 3.7466 1.7181
H -2.8020 5.2848 2.5392
H -2.1550 5.2903 0.8691
H -0.5627 5.7628 2.4478
C -4.2280 3.3833 -3.8971
O -4.7007 2.0835 -4.1995
H -4.9764 4.1152 -4.2097
H -4.0634 3.4708 -2.8203
H -3.2948 3.5669 -4.4353
H -4.0162 1.4560 -3.9110
C -3.2314 -3.1504 6.5528
O -3.6878 -2.0616 7.3343
H -2.8742 -2.7729 5.5918
H -2.4120 -3.6542 7.0713
H -4.0545 -3.8492 6.3841
H -3.9982 -2.4272 8.1801
C 3.9876 3.0187 -6.4880
O 4.5373 1.7297 -6.6899
H 3.8189 3.4891 -7.4595
H 3.0361 2.9311 -5.9577
H 4.6859 3.6267 -5.9075
H 4.6760 1.3372 -5.8111
C -3.2999 -6.5345 4.4774
O -3.4604 -5.1810 4.8605
H -3.0010 -7.1181 5.3514
H -4.2468 -6.9197 4.0913
H -2.5246 -6.6076 3.7107
H -3.7255 -4.6884 4.0652
C 2.7001 -1.3731 -5.1587
O 2.5396 -0.0196 -4.7756
H 2.9990 -1.9566 -4.2848
H 1.7532 -1.7582 -5.5449
H 3.4754 -1.4462 -5.9255
H 2.2745 0.4730 -5.5710
```

***

No. 3
A 10-piece molecular cluster, C19H56F6N8O9P overall. Source: the Open Molecules 2025 dataset; level of theory: the ωB97M-V functional and the def2-TZVPD basis.

The LUMO energy is 1.8487 eV. The energy above the lowest of the compared OMol25 structures with the same formula, charge and spin comes out at 611.5 kJ/mol. For the total energy, the calculation gives -76560.157 eV. Its orbital gap is 9.61 eV. As for the HOMO energy: -7.76 eV. The total charge is -1.

Structure (XYZ):
```
99
C19H56F6N8O9P the ωB97M-V functional and the def2-TZVPD basis
P -0.5805 0.6293 -0.6684
F -1.2919 0.0098 0.6298
F -0.9796 -0.4350 -1.8112
F -1.9196 1.4007 -1.0085
F 0.1121 1.3609 -1.9410
F -0.1957 1.8134 0.2996
F 0.7235 -0.1783 -0.3386
C 6.5512 -3.8911 -0.9523
O 7.0199 -3.5349 -2.0216
N 5.3026 -3.7799 -0.6042
N 7.0758 -4.6480 -0.0105
H 4.7943 -3.2754 -1.3164
H 4.9868 -4.5477 -0.0290
H 8.0441 -4.8572 -0.2073
H 6.5276 -4.7598 0.8303
C 1.6011 -2.4500 5.4354
O 1.6023 -3.4916 6.0603
N 1.3137 -1.2554 5.7754
N 2.0065 -2.3765 4.1794
H 1.1291 -1.0835 6.7534
H 0.9835 -0.4666 5.2379
H 2.0153 -1.4552 3.7656
H 2.2871 -3.1759 3.6296
C 4.6672 0.5485 -5.2355
O 5.5347 0.1508 -6.0674
N 4.3295 0.0165 -4.1424
N 4.0377 1.7185 -5.3636
H 5.0948 -0.4974 -3.7297
H 3.5261 0.3399 -3.6227
H 3.4547 2.0128 -4.5931
H 4.4203 2.2654 -6.1216
C -3.5364 3.0326 4.7250
O -3.6574 2.3320 5.7358
N -3.5106 2.6181 3.5562
N -3.4986 4.3244 4.7753
H -3.3212 3.1569 2.7231
H -3.4529 1.6098 3.5624
H -3.4161 4.7962 5.6645
H -3.3406 4.8080 3.9027
C -3.8790 8.1054 0.3915
C -2.4430 7.5519 0.2608
C -1.2782 8.5336 0.5197
O -2.2726 6.3738 1.0214
H -4.6392 7.3517 0.1865
H -3.9871 8.9238 -0.3203
H -4.1692 8.2945 1.4250
H -2.2803 7.2366 -0.7699
H -0.3701 7.9704 0.7345
H -1.4913 9.1194 1.4139
H -1.1589 9.2861 -0.2598
H -1.5624 5.8142 0.6990
C 5.0636 3.5922 0.5641
C 5.5170 4.5746 -0.6133
C 4.6104 5.8729 -0.6853
O 6.7648 5.2252 -0.6013
H 5.3694 2.5929 0.2544
H 4.0162 3.5037 0.8528
H 5.5709 3.9367 1.4653
H 5.3877 4.0582 -1.5645
H 4.7006 6.3505 0.2904
H 3.5760 5.5652 -0.8382
H 4.9022 6.5971 -1.4459
H 6.8454 5.6562 -1.4553
C -3.8907 -2.0241 -6.6665
C -3.5865 -0.5143 -6.6429
C -4.4387 0.2487 -5.5053
O -2.1988 -0.3468 -6.4697
H -3.3911 -2.5214 -5.8351
H -3.4847 -2.4878 -7.5655
H -4.9594 -2.2106 -6.7725
H -3.7611 -0.1028 -7.6370
H -4.3710 -0.0925 -4.4723
H -5.5138 0.1341 -5.6430
H -4.3490 1.3247 -5.3557
H -1.9304 -0.3710 -5.5483
C 0.5204 -8.8614 1.6662
C 1.1568 -7.6843 0.9268
C 0.2399 -6.4959 1.0499
O 2.3504 -7.3267 1.6960
H -0.3943 -9.2788 1.2450
H 0.4642 -8.7854 2.7521
H 1.2450 -9.6720 1.5888
H 1.4096 -7.9132 -0.1085
H -0.2073 -6.4331 2.0419
H -0.6579 -6.4947 0.4317
H 0.6892 -5.5142 0.9002
H 2.7894 -8.1652 1.8563
C -5.5383 -2.7945 1.1788
C -4.8619 -3.5360 2.3210
C -5.3188 -2.9793 3.6390
O -5.2406 -4.9090 2.1340
H -5.2777 -1.7377 1.1216
H -6.6265 -2.8543 1.1602
H -5.1175 -3.1843 0.2520
H -3.7851 -3.3767 2.3780
H -4.6541 -3.2071 4.4724
H -6.2907 -3.3209 3.9949
H -5.3849 -1.8914 3.6339
H -4.8676 -5.4919 2.7994
```

***

No. 4
A 9-piece molecular cluster, C19H56NO19S overall. Source: the Open Molecules 2025 dataset; level of theory: the ωB97M-V functional and the def2-TZVPD basis.

The LUMO energy is 0.9043 eV. The energy above the lowest of the compared OMol25 structures with the same formula, charge and spin comes out at 177.2 kJ/mol. For the total energy, the calculation gives -71825.402 eV. Its orbital gap is 6.79 eV. As for the HOMO energy: -5.88 eV. The total charge is -1.

Structure (XYZ):
```
96
C19H56NO19S the ωB97M-V functional and the def2-TZVPD basis
C 1.6320 5.6024 2.2189
N 2.1840 5.3464 0.8459
C 2.7610 6.5854 0.2699
C 3.2890 4.3484 0.8879
C 1.0130 4.8744 -0.0751
C 0.6340 3.3084 -0.2151
O -0.4080 3.1504 -1.2121
H 0.7340 6.3354 2.0499
H 2.2770 6.1154 2.8489
H 1.0860 4.6884 2.8299
H 3.4740 6.4464 -0.6051
H 3.2690 7.1504 0.9249
H 2.0400 7.4974 0.0199
H 3.6770 4.0284 0.0249
H 3.1040 3.2924 1.2079
H 3.9360 4.4944 1.7719
H 1.3100 4.9364 -1.1161
H 0.1410 5.4784 -0.0191
H 0.1940 2.9044 0.7329
H 1.5600 2.7084 -0.4121
H -0.5230 2.1124 -1.1301
S -0.3820 -0.1956 -0.4501
O -0.9840 0.7244 -1.3831
O -1.1530 -1.4436 -0.3471
O 0.9030 -0.6416 -0.9141
O -0.3620 0.3434 0.8589
C -1.3290 -4.5096 -1.0011
C -1.4520 -5.6156 -1.9621
O -0.2930 -6.5776 -1.6661
O -2.2490 -3.5286 -1.2431
H -0.2740 -4.2306 -1.1601
H -1.4700 -4.7226 -0.0241
H -1.4040 -5.4266 -3.0151
H -2.2180 -6.2306 -1.9541
H 0.5890 -6.2276 -1.4951
H -1.9740 -2.4666 -1.0951
C -1.7060 -1.5926 2.9429
C -2.5290 -2.1216 4.1349
O -3.1370 -1.0756 4.9189
O -1.3430 -2.6136 2.0449
H -0.6780 -1.3266 3.3419
H -2.1500 -0.9116 2.2489
H -1.9120 -2.8096 4.7199
H -3.1880 -2.8036 3.8049
H -3.8000 -0.5216 4.3909
H -1.6350 -2.0156 1.2669
C 1.8710 -2.9616 1.1319
C 2.9290 -4.0166 1.5309
O 2.3220 -5.2326 2.0329
O 2.6130 -1.7346 0.7059
H 1.1640 -2.7516 1.8879
H 1.3170 -3.3876 0.2859
H 3.5340 -3.6186 2.4399
H 3.7100 -4.3516 0.8659
H 1.5220 -5.0566 2.3669
H 2.0050 -1.3686 -0.1051
C -4.1070 1.3424 -0.1871
C -4.9290 0.3474 -0.9411
O -5.7570 -0.3906 0.0449
O -3.2620 2.1934 -1.0091
H -3.3890 0.8474 0.4209
H -4.6320 2.0314 0.5879
H -4.1340 -0.3606 -1.0571
H -5.3900 0.6634 -1.8821
H -5.8020 -1.2116 -0.1171
H -2.5700 1.7284 -1.1961
C -0.8900 1.7634 3.7589
C 0.6940 1.7854 3.4819
O 1.1360 0.5174 3.1129
O -1.5860 1.8864 2.5739
H -1.3230 2.5224 4.2779
H -1.3810 0.9474 4.0479
H 1.1940 1.7384 4.4999
H 1.0810 2.5244 2.7649
H 0.6590 0.3044 2.2489
H -1.2000 1.3724 1.7989
C 3.2450 -1.7856 -2.9021
C 3.0510 -0.3926 -3.5291
O 2.8110 0.4164 -2.4871
O 1.9110 -2.3046 -2.6231
H 3.7140 -1.6486 -1.8141
H 3.8280 -2.5386 -3.4401
H 2.3560 -0.0846 -4.1461
H 4.1310 -0.4106 -4.0651
H 2.1260 0.0334 -1.8721
H 1.6720 -1.7016 -1.9041
C -0.9600 -1.7556 -4.0391
C -0.7090 -0.3116 -4.5011
O -1.7810 0.3844 -3.8821
O 0.0770 -2.6166 -4.4591
H -1.7900 -2.0636 -4.1981
H -0.8790 -1.8886 -2.8801
H -0.8520 -0.2806 -5.6251
H 0.2580 0.0734 -4.1631
H -1.6160 0.3954 -2.8591
H 0.7580 -2.4576 -3.7961
```